Here is a molecular structure, C32H54BrF8N2O4Si2 at a distorted geometry from the OMol25 dataset. Energies are from the ωB97M-V functional and the def2-TZVPD basis.

```
103
Properties=species:S:1:pos:R:3:lowdin_charge:R:1
Br 4.77 3.48 -3.22 0.236
Si 2.48 3.74 -2.99 0.217
Si 1.20 2.24 -0.89 0.517
F 7.87 6.74 0.69 0.084
F 6.76 5.73 2.24 0.085
F 5.08 6.18 5.19 0.088
F 5.48 8.03 0.97 0.118
F 5.60 6.91 -0.88 0.110
F 4.59 4.78 2.89 0.127
F 2.72 5.41 3.75 0.134
F 5.57 7.51 3.54 0.092
O 2.03 3.72 -1.32 -0.380
O 1.25 5.20 -5.04 -0.150
O 2.02 6.53 -3.25 -0.244
O 3.45 6.48 1.96 0.036
N 1.77 -3.21 -1.58 -0.032
N -3.73 2.13 -2.43 0.019
C -1.81 1.85 -0.58 -0.053
C 6.75 6.00 0.93 -0.295
C 1.05 2.33 1.05 -0.233
C 2.17 0.65 -1.32 -0.260
C -5.76 -2.00 -0.86 -0.214
C 4.15 6.09 0.76 -0.028
C -0.72 -6.11 0.57 -0.199
C -0.67 -5.49 -0.92 -0.231
C -0.62 2.19 -1.51 -0.167
C -1.26 -4.33 2.54 -0.221
C 1.11 0.90 1.78 -0.231
C 2.01 -1.89 -0.90 -0.283
C 1.82 5.30 -3.89 -0.695
C -0.44 -3.10 1.88 -0.203
C -4.71 -2.74 1.49 -0.114
C 3.85 5.87 3.17 -0.508
C -3.29 -2.72 -1.72 -0.214
C -0.94 -0.57 2.63 -0.219
C -4.96 -1.51 0.44 -0.253
C -1.86 -5.35 1.44 -0.208
C -4.85 -2.57 -2.06 -0.197
C 5.51 6.77 0.47 -0.430
C -1.12 2.47 -2.94 -0.031
C -0.11 -1.92 2.95 -0.191
C 4.55 6.85 4.13 -0.277
C 1.22 -0.65 -1.60 -0.200
C -3.22 1.84 -1.13 -0.161
C -2.94 -5.23 -2.35 -0.214
C -0.09 0.79 2.89 -0.197
C -1.69 -6.16 -1.96 -0.200
C -2.60 2.43 -3.25 -0.139
C -2.55 -3.72 -2.77 -0.192
H -2.80 -1.68 -1.73 0.108
H -1.30 -0.58 1.53 0.089
H -5.38 -3.61 1.18 0.075
H -5.01 -1.88 -2.98 0.117
H -5.27 -3.60 -2.34 0.105
H -1.10 -2.71 1.02 0.103
H -0.44 -2.31 3.98 0.109
H 4.20 5.00 0.65 0.137
H 1.84 2.59 -3.65 -0.021
H -0.37 2.71 -3.78 0.080
H 3.15 -1.69 -0.97 0.112
H 0.25 -0.53 -0.97 0.084
H -2.17 -3.97 3.16 0.106
H 0.56 -3.53 1.52 0.092
H 3.84 7.59 4.51 0.174
H 0.98 0.00 1.10 0.067
H 2.00 2.91 1.38 0.082
H -6.49 -2.83 -0.55 0.100
H 0.16 2.99 1.35 0.082
H -3.47 -5.69 -3.27 0.111
H -4.01 -0.92 0.22 0.082
H 2.83 0.39 -0.42 0.082
H -3.61 -3.06 1.55 0.032
H -1.08 -6.45 -2.89 0.111
H 1.03 -1.71 2.96 0.108
H -2.54 -4.81 0.69 0.072
H 0.29 -5.83 1.06 0.101
H -1.41 -3.52 -2.71 0.101
H 6.85 5.06 0.38 0.173
H -3.09 -3.18 -0.68 0.076
H 1.02 -0.84 -2.70 0.116
H 2.65 -3.43 -2.08 0.070
H 2.09 0.82 2.39 0.114
H -0.78 -4.35 -0.81 0.084
H -4.04 1.54 -0.38 0.094
H -2.45 -6.15 2.02 0.110
H -0.88 -7.24 0.51 0.104
H -6.39 -1.12 -1.25 0.104
H 1.77 -1.99 0.22 0.092
H 0.40 -5.66 -1.32 0.098
H 3.47 6.41 -0.05 0.155
H -3.64 -5.19 -1.45 0.100
H -2.88 -3.46 -3.84 0.109
H 1.76 -3.91 -0.81 0.043
H -1.91 -0.59 3.26 0.110
H -0.81 1.67 2.82 0.094
H -0.58 -4.95 3.22 0.114
H -1.62 1.61 0.52 0.073
H -2.89 2.70 -4.34 0.106
H -5.05 -2.41 2.54 0.074
H -5.66 -0.79 1.00 0.101
H 0.34 0.71 3.95 0.105
H -2.10 -7.13 -1.50 0.106
H 2.86 0.72 -2.23 0.072
```

strongest force on any atom: 0.1241 hartree/bohr
orbital gap: 6.96 eV
LUMO energy: 2.0 eV
total charge: -1